{
  "formula": "C30H52BrCeN3OP2",
  "method": "ωB97M-V/def2-TZVPD",
  "e_lumo_ev": [-14.88, -15.15],
  "total_charge": 4,
  "homo_ev": [-19.66, -19.66],
  "species": ["N", "C", "C", "C", "C", "C", "C", "Ce", "P", "C", "C", "C", "C", "C", "C", "C", "Br", "H", "H", "H", "H", "H", "H", "H", "H", "H", "H", "P", "C", "C", "H", "H", "H", "H", "H", "C", "C", "H", "H", "H", "H", "H", "C", "C", "H", "H", "H", "H", "H", "C", "C", "H", "H", "H", "H", "H", "C", "C", "H", "H", "H", "H", "H", "C", "C", "H", "H", "H", "H", "H", "C", "N", "C", "C", "O", "N", "C", "C", "H", "H", "H", "H", "H", "H", "H", "H", "H", "H", "H", "H"],
  "coordinates": [[-4.88936, -1.20936, 3.05885], [-4.12897, -0.23879, 3.55844], [-3.51346, 0.71930, 2.74075], [-3.76103, 0.73313, 1.34374], [-4.59779, -0.29778, 0.85498], [-5.17406, -1.21778, 1.75651], [-3.14597, 1.72070, 0.44650], [-0.20233, 0.69681, -0.23695], [2.34377, 0.60936, -1.67706], [-2.93025, 1.51742, -0.91132], [-1.95560, 2.27001, -1.71234], [-1.88996, 2.11268, -3.12116], [-0.91244, 2.74315, -3.89150], [0.05463, 3.51713, -3.25637], [0.00349, 3.78520, -1.89303], [-0.98245, 3.11898, -1.09341], [1.51253, 4.17815, -4.41754], [-2.80767, 2.64548, 0.91906], [-3.49717, 0.76028, -1.46528], [-2.87875, 1.47763, 3.18861], [-4.83817, -0.38126, -0.21305], [-4.01282, -0.19085, 4.63637], [-5.88384, -1.97824, 1.40059], [-2.61613, 1.46317, -3.60814], [-1.08028, 3.36676, -0.03327], [-0.85641, 2.62101, -4.97086], [0.68941, 4.51449, -1.46981], [-0.55945, -2.24694, -0.64582], [2.95102, 2.22099, -0.97727], [3.64588, 3.17817, -1.93723], [3.59535, 1.96689, -0.11775], [2.07110, 2.75336, -0.56286], [3.97292, 4.07204, -1.38394], [4.51425, 2.74900, -2.45682], [2.93223, 3.54912, -2.69732], [1.94444, 0.87541, -3.44048], [3.03651, 0.91622, -4.50768], [1.43252, 1.84386, -3.44164], [1.17512, 0.13320, -3.71371], [2.55446, 1.17657, -5.45885], [3.79379, 1.68352, -4.30860], [3.53472, -0.04912, -4.66649], [3.69258, -0.58091, -1.70598], [5.09426, 0.00390, -1.81105], [3.47937, -1.28166, -2.52756], [3.59803, -1.14666, -0.76638], [5.80653, -0.81969, -1.71373], [5.29111, 0.49835, -2.76745], [5.30328, 0.71137, -1.00171], [0.43238, -3.67318, -0.04592], [1.94245, -3.52221, -0.14738], [0.07601, -4.54176, -0.61899], [0.15127, -3.84946, 1.00022], [2.40233, -4.43955, 0.24401], [2.26753, -3.38103, -1.18427], [2.32906, -2.68885, 0.45723], [-0.39378, -2.55171, -2.46031], [-1.26843, -1.65743, -3.32615], [-0.65238, -3.61323, -2.58322], [0.67009, -2.43781, -2.71279], [-1.20199, -2.00756, -4.36581], [-2.32218, -1.70662, -3.01587], [-0.95181, -0.60012, -3.32640], [-2.23473, -2.98175, -0.36770], [-2.57189, -3.28695, 1.08613], [-2.28243, -3.89347, -0.98246], [-2.96006, -2.26396, -0.78182], [-3.61277, -3.62573, 1.15976], [-1.94340, -4.08107, 1.50995], [-2.48944, -2.39080, 1.71577], [0.37005, 2.49967, 3.06335], [0.28945, 1.28300, 3.88964], [0.49165, 1.44040, 5.32135], [0.09373, 0.10979, 3.25447], [-0.06996, 0.15620, 1.97250], [0.06686, -1.07536, 3.90897], [-0.25363, -1.25951, 5.31795], [0.20573, -2.29239, 3.12189], [0.50686, 3.35021, 3.74470], [-0.57085, 2.63419, 2.49352], [1.22575, 2.44513, 2.34956], [-0.44057, 1.25693, 5.88944], [1.30194, 0.79620, 5.70732], [0.78749, 2.47690, 5.50109], [-0.34380, -2.34583, 5.48176], [0.55081, -0.91664, 5.99507], [-1.22492, -0.79540, 5.59254], [-0.67590, -2.44585, 2.49002], [1.10882, -2.25911, 2.50325], [0.28577, -3.12805, 3.82469]],
  "mulliken_charge": [-0.4028, -0.7383, -0.0313, 0.6704, -0.2713, -0.8115, -0.4417, 0.4910, 0.8259, -0.7326, 0.4174, -0.5706, -0.3888, -0.6555, -0.3058, -0.6282, 0.0789, 0.9192, 0.3696, 0.4879, 0.6303, 0.4651, 0.4467, 0.6230, 0.8740, 0.5308, 0.7093, 1.1900, -0.4102, -0.8267, 0.6990, 0.1936, 0.4449, 0.2597, -0.2393, 0.9132, -1.5046, -1.2340, 0.3211, 0.4642, 0.2899, 0.3859, -0.2615, -1.4576, 0.5278, 0.2860, 0.4643, 0.3029, 0.3449, -0.8818, -1.2251, 0.6368, 0.3681, 0.4688, 0.3009, 0.1668, -0.7404, -1.0789, 0.6241, 0.4010, 0.4622, 0.2838, 0.1549, -0.5408, -1.2818, 0.6080, 0.2580, 0.4128, 0.3962, 0.1792, -0.6486, 0.0819, -1.0074, -0.0862, 0.0631, 0.1815, -0.9434, -0.7254, 0.4159, 0.0849, 0.2048, 0.3900, 0.3645, 0.3351, 0.3199, 0.3793, 0.3352, -0.0962, 0.2487, 0.4155]
}

---

{
  "formula": "C30H52InN4O13P4SSb",
  "method": "ωB97M-V/def2-TZVPD",
  "e_lumo_ev": -5.14,
  "total_charge": 2,
  "homo_ev": -13.71,
  "de_lowest_kcal_mol": 20.4,
  "species": ["In", "S", "N", "C", "C", "C", "C", "C", "N", "C", "C", "N", "C", "C", "C", "C", "C", "N", "H", "H", "H", "H", "H", "H", "C", "C", "C", "O", "P", "O", "C", "P", "O", "O", "C", "C", "C", "O", "C", "C", "C", "O", "C", "C", "C", "H", "H", "H", "H", "H", "H", "H", "H", "H", "H", "H", "H", "H", "H", "H", "H", "H", "H", "H", "H", "H", "H", "H", "H", "H", "H", "H", "H", "H", "H", "C", "C", "O", "P", "O", "O", "O", "P", "O", "O", "O", "H", "H", "H", "H", "H", "H", "H", "C", "Sb", "C", "C", "H", "H", "H", "H", "H", "H", "H", "H", "H"],
  "coordinates": [[0.03179, 0.17581, -0.05039], [-1.02064, -7.28092, -1.61949], [0.30425, -6.48667, -1.16258], [-0.05170, -5.22087, -1.00076], [0.83182, -4.14430, -0.59696], [2.18272, -4.34881, -0.31060], [2.95182, -3.27675, 0.07650], [2.35617, -2.02235, 0.14803], [1.07976, -1.81878, -0.14355], [0.29893, -2.85750, -0.49167], [-1.13436, -2.61123, -0.73729], [-1.60329, -1.36427, -0.56401], [-2.88794, -1.11762, -0.76295], [-3.79374, -2.10492, -1.14441], [-3.33562, -3.38740, -1.32366], [-1.98122, -3.65480, -1.11578], [-1.41613, -4.98239, -1.26000], [-2.08313, -6.07004, -1.61630], [2.59492, -5.34573, -0.39557], [4.00027, -3.38863, 0.31285], [2.92346, -1.15197, 0.44931], [-3.20389, -0.09486, -0.61089], [-4.83305, -1.84895, -1.29236], [-3.99553, -4.19258, -1.61891], [-3.18863, -2.64706, 2.65884], [-2.96710, -1.84778, 3.92299], [-4.22057, -1.64108, 4.73548], [-2.49216, -0.48840, 3.57655], [-1.07796, -0.11330, 3.04042], [-0.59131, -0.88319, 1.85402], [0.09921, -0.35764, 4.36738], [1.77091, 0.20257, 3.91485], [1.94025, 0.29738, 2.44776], [1.94127, 1.57419, 4.65136], [2.22919, 1.68126, 6.09661], [3.68053, 2.07101, 6.24078], [1.26724, 2.69047, 6.67443], [2.73591, -0.79326, 4.64395], [3.64868, -1.72108, 3.95188], [5.05204, -1.18861, 4.11387], [3.43417, -3.08600, 4.55902], [-1.19815, 1.39899, 2.65063], [-2.11641, 2.37510, 3.27800], [-3.37505, 2.42661, 2.44453], [-1.37589, 3.68652, 3.34168], [-3.58222, -3.62799, 2.92796], [-2.26851, -2.78675, 2.09317], [-3.92358, -2.14865, 2.02400], [-2.18699, -2.29812, 4.54252], [-4.99351, -1.16774, 4.12917], [-4.02466, -1.01883, 5.60717], [-4.59715, -2.60418, 5.07902], [0.13543, -1.43948, 4.52649], [-0.22011, 0.10783, 5.30191], [2.06305, 0.69673, 6.54048], [3.86584, 3.02442, 5.74496], [4.33205, 1.31247, 5.80902], [3.93281, 2.17807, 7.29604], [1.44672, 3.67906, 6.25019], [1.40456, 2.75357, 7.75385], [0.23039, 2.40926, 6.48458], [3.35490, -1.71168, 2.90043], [5.32620, -1.14463, 5.16847], [5.14747, -0.19174, 3.68235], [5.75817, -1.84783, 3.60772], [3.62701, -3.06247, 5.63169], [4.12301, -3.80111, 4.10824], [2.41709, -3.44154, 4.39267], [-2.33656, 2.00685, 4.28250], [-3.13546, 2.75908, 1.43366], [-4.07788, 3.13531, 2.88401], [-3.85781, 1.45161, 2.39832], [-1.15458, 4.04334, 2.33435], [-0.44564, 3.58627, 3.89983], [-1.99621, 4.43243, 3.83912], [-0.43638, 3.35659, -4.15375], [-0.83685, 2.14282, -3.31622], [-1.98480, 1.47518, -3.87100], [-1.55921, 2.66239, -1.72182], [-2.96851, 3.25415, -2.09143], [-0.77382, 3.92964, -1.19802], [-1.60086, 1.59578, -0.67935], [0.55882, 0.93312, -3.14907], [0.55004, 0.48686, -4.68185], [1.81965, 1.58241, -2.71372], [0.07260, -0.19333, -2.25937], [-1.19198, 4.14228, -4.11577], [-0.33466, 3.03777, -5.19064], [0.51997, 3.76184, -3.82482], [-1.70148, 0.94597, -4.62930], [-3.44255, 2.73139, -2.75864], [-1.21008, 4.78386, -1.31767], [1.28681, -0.06795, -4.96621], [2.50848, 3.94552, -1.31410], [2.03535, 2.26350, -0.12971], [3.90554, 1.29196, -0.05658], [1.97350, 3.37396, 1.68517], [3.31643, 4.43189, -0.76646], [1.66056, 4.62052, -1.37655], [2.82900, 3.63437, -2.30050], [4.68342, 2.03367, -0.23246], [3.95437, 0.54492, -0.84593], [4.04023, 0.84025, 0.92394], [2.81740, 3.11507, 2.32063], [1.05621, 3.16656, 2.22578], [2.01790, 4.43192, 1.42906]],
  "mulliken_charge": [2.2174, 0.1771, -0.6646, 0.6396, 0.5945, -0.6050, -1.5345, -0.0290, 0.2472, -0.5323, -0.9244, 0.6420, -0.4140, -1.4915, -0.5637, 0.7055, 0.9059, -0.6600, 0.6050, 0.6159, 0.4609, 0.6600, 0.5540, 0.5963, -0.9175, 0.5968, -1.5953, -0.0429, -0.2974, -0.3739, -0.8656, -0.1992, -0.4179, 0.1275, 0.7090, -1.3625, -1.4015, -0.2948, 1.9117, -1.5602, -1.4701, 0.1369, 0.6345, -1.2757, -1.3300, 0.5701, 0.0074, 0.2281, 0.2506, 0.3542, 0.4031, 0.4520, 0.5049, 0.4999, 0.3608, 0.2948, 0.2251, 0.4486, 0.2999, 0.4510, 0.2848, -0.8292, 0.3513, 0.3168, 0.4703, 0.3496, 0.4176, 0.3500, 0.4202, 0.0566, 0.5229, 0.2341, 0.1955, 0.1801, 0.4862, -1.5480, 1.4877, -0.6538, -0.1703, -0.5872, -0.5337, 0.1708, -0.2512, -0.5557, -0.9668, -0.1570, 0.4258, 0.3625, 0.2639, 0.4592, 0.4133, 0.3386, 0.4071, -1.3305, 1.4517, -0.9698, -1.1007, 0.5669, 0.2715, 0.3679, 0.5647, 0.3554, -0.0571, 0.3522, -0.1997, 0.7506]
}

---

{
  "formula": "C30H52N6O8",
  "method": "ωB97M-V/def2-TZVPD",
  "e_lumo_ev": 0.66,
  "total_charge": 0,
  "homo_ev": -8.95,
  "de_lowest_kcal_mol": 0.5,
  "species": ["C", "H", "H", "H", "C", "C", "H", "H", "H", "C", "H", "H", "H", "O", "C", "O", "N", "H", "C", "C", "C", "C", "H", "H", "C", "N", "C", "O", "C", "C", "N", "C", "N", "H", "H", "C", "O", "N", "H", "C", "C", "O", "O", "C", "C", "H", "H", "H", "C", "H", "H", "H", "C", "H", "H", "H", "H", "C", "C", "C", "H", "C", "N", "C", "O", "O", "C", "C", "H", "H", "H", "C", "H", "H", "H", "C", "H", "H", "H", "H", "H", "H", "H", "H", "H", "H", "H", "H", "H", "H", "H", "H", "H", "H", "H", "H"],
  "coordinates": [[-4.26994, -4.08290, -0.25906], [-3.77076, -4.44565, -1.15510], [-3.85495, -4.59350, 0.60527], [-5.33100, -4.30641, -0.32917], [-4.06480, -2.57398, -0.12179], [-4.62158, -1.84540, -1.34709], [-5.67766, -2.07211, -1.46369], [-4.08872, -2.16273, -2.23961], [-4.49554, -0.77240, -1.22842], [-4.72305, -2.04366, 1.15254], [-4.29385, -2.53368, 2.02200], [-4.55954, -0.97089, 1.23050], [-5.79133, -2.24018, 1.12448], [-2.65968, -2.25076, -0.12758], [-1.83017, -2.75346, 0.82169], [-2.15130, -3.48357, 1.73204], [-0.58752, -2.29182, 0.60384], [-0.42685, -1.69155, -0.20170], [0.53559, -2.62420, 1.44830], [1.84221, -2.58409, 0.66211], [1.89953, -3.65666, -0.42550], [3.16741, -3.55838, -1.28497], [3.95654, -3.06287, -0.71764], [3.52173, -4.55903, -1.53880], [2.95612, -2.80933, -2.60564], [2.48298, -1.46030, -2.42639], [3.24712, -0.38678, -2.64177], [4.40765, -0.40965, -3.03598], [2.59998, 0.91964, -2.37845], [1.39088, 1.38318, -1.88116], [1.43434, 2.74711, -1.78807], [2.61279, 3.10346, -2.21453], [3.34932, 2.03837, -2.58429], [4.29870, 1.99227, -2.92624], [2.95935, 4.11640, -2.26866], [0.20747, 0.66383, -1.40619], [0.05884, -0.55627, -1.51430], [-0.68750, 1.45937, -0.81321], [-0.50827, 2.45622, -0.84822], [-1.91639, 1.03070, -0.20284], [-2.97575, 2.09594, -0.47721], [-2.69696, 3.23551, -0.75278], [-4.18749, 1.59256, -0.32130], [-5.37851, 2.42377, -0.43457], [-6.53430, 1.46297, -0.15859], [-6.42116, 1.01258, 0.82390], [-6.54972, 0.67050, -0.90137], [-7.47723, 2.00017, -0.19461], [-5.33862, 3.53249, 0.61553], [-4.51468, 4.21300, 0.41969], [-6.26926, 4.09190, 0.58907], [-5.21422, 3.10425, 1.60810], [-5.47894, 2.99856, -1.84573], [-5.44519, 2.19578, -2.57920], [-6.41717, 3.53506, -1.95431], [-4.65749, 3.68349, -2.03668], [-2.22475, 0.07148, -0.63225], [-1.79744, 0.87495, 1.33453], [-0.93803, 1.97153, 1.97176], [0.54584, 1.58158, 2.04320], [0.77707, 1.18591, 3.03469], [1.47474, 2.76289, 1.74681], [2.86263, 2.45361, 2.02360], [3.56791, 1.53140, 1.32805], [3.13871, 0.91151, 0.38301], [4.80477, 1.44080, 1.85006], [5.80296, 0.57475, 1.25470], [7.03791, 0.78506, 2.13235], [7.34990, 1.82541, 2.09401], [6.80867, 0.53100, 3.16390], [7.85186, 0.15654, 1.78428], [5.34610, -0.88171, 1.30724], [5.11690, -1.16854, 2.33166], [4.45770, -1.00951, 0.69581], [6.13447, -1.52439, 0.92567], [6.09026, 1.00004, -0.18460], [5.25157, 0.74985, -0.82705], [6.27023, 2.07273, -0.22767], [6.97039, 0.47916, -0.55063], [3.29587, 2.82242, 2.85356], [1.38624, 3.03072, 0.68883], [1.20300, 3.62684, 2.35551], [0.77035, 0.79902, 1.31965], [-1.05368, 2.89511, 1.40192], [-1.30353, 2.17098, 2.98044], [-2.80810, 0.89554, 1.74557], [-1.37299, -0.10210, 1.56173], [1.53106, -1.31717, -2.08563], [3.90475, -2.75028, -3.14658], [2.22849, -3.35186, -3.21851], [1.86158, -4.63533, 0.05804], [1.01705, -3.57375, -1.06154], [1.96009, -1.59253, 0.22133], [2.66594, -2.73832, 1.36246], [0.35692, -3.61886, 1.86817], [0.59517, -1.91336, 2.28530]],
  "nbo_charge": [-0.6447, 0.2102, 0.2445, 0.2081, 0.2741, -0.6176, 0.2088, 0.2166, 0.2161, -0.6468, 0.2431, 0.2067, 0.2092, -0.5504, 0.8975, -0.6758, -0.6636, 0.4402, -0.2123, -0.3997, -0.4169, -0.3892, 0.2012, 0.2074, -0.2237, -0.6083, 0.6419, -0.6637, 0.0661, 0.0491, -0.4833, 0.1890, -0.4837, 0.4484, 0.2040, 0.6741, -0.6982, -0.5984, 0.4498, -0.1657, 0.8185, -0.6175, -0.5182, 0.2685, -0.6185, 0.2178, 0.2180, 0.2164, -0.6452, 0.2387, 0.2174, 0.2121, -0.6445, 0.2147, 0.2162, 0.2394, 0.2687, -0.3947, -0.4092, -0.4077, 0.2013, -0.2112, -0.6322, 0.9013, -0.6876, -0.5411, 0.2712, -0.6128, 0.2135, 0.2139, 0.2130, -0.6432, 0.2099, 0.2382, 0.2149, -0.6488, 0.2442, 0.2067, 0.2175, 0.4046, 0.2170, 0.1978, 0.2127, 0.2018, 0.2117, 0.2166, 0.2284, 0.4410, 0.2294, 0.1914, 0.2061, 0.2016, 0.2140, 0.2063, 0.2137, 0.1822]
}

---

Calculated calculated total energy, -139978.9965, -124235.8568, -57280.4185 eV (same order as the records).